6
Properties=species:S:1:pos:R:3 method="wB97M-V/def2-TZVPD" charge=0 e_lumo_ha=0.020 spin_multiplicity=1 e_above_lowest_kcal_mol=0.0 smiles="O=C=S.O=C=S" homo_lumo_gap_ev=11.190
O -1.30 0.73 -1.24
C -1.63 0.85 -0.13
S -2.09 0.91 1.36
O 1.03 -1.00 1.10
C 1.59 -0.88 0.09
S 2.40 -0.60 -1.18


10
Properties=species:S:1:pos:R:3 method="wB97M-V/def2-TZVPD" charge=0 e_lumo_ha=-0.033 spin_multiplicity=1 e_above_lowest_kcal_mol=4.9 smiles="N#CCS(=O)(=O)SCl" homo_lumo_gap_ev=9.695
N -0.41 -1.38 2.58
C -0.43 -1.07 1.48
C -0.50 -0.75 0.09
S 0.89 0.27 -0.55
O 2.12 -0.15 0.04
O 0.74 0.23 -1.97
S 0.53 2.28 0.05
Cl -1.13 2.47 -1.04
H -0.39 -1.66 -0.51
H -1.42 -0.24 -0.17


200
Properties=species:S:1:pos:R:3 method="wB97M-V/def2-TZVPD" charge=0 e_lumo_ha=0.013 spin_multiplicity=1 e_above_lowest_kcal_mol=0.0 homo_lumo_gap_ev=9.151
O -0.86 -4.26 -1.34
H -1.26 -5.09 -1.12
H -0.76 -4.29 -2.29
O 0.97 -5.07 0.58
H 1.22 -4.30 1.09
H 0.30 -4.75 -0.02
O 1.33 -2.76 2.03
H 2.12 -2.72 2.56
H 0.68 -2.27 2.53
O 3.35 -2.94 -2.33
H 2.97 -3.19 -3.18
H 2.61 -2.60 -1.82
C 4.42 -0.83 7.14
C 3.87 0.59 6.96
C 2.50 0.56 6.26
O 2.60 -0.02 4.96
C 3.20 0.90 3.98
N 3.78 1.20 8.24
H 5.18 -0.84 7.93
H 4.91 -1.21 6.25
H 3.74 -1.63 7.42
H 4.53 1.20 6.34
H 2.12 1.57 6.15
H 1.83 0.00 6.92
H 2.95 1.96 4.07
H 2.90 0.74 2.95
H 4.28 0.78 3.94
H 4.69 1.11 8.67
H 3.10 0.79 8.86
C -5.35 4.80 -4.32
C -5.11 3.28 -4.16
C -3.80 2.93 -3.37
O -2.66 3.51 -4.02
C -1.38 3.03 -3.60
N -6.24 2.92 -3.35
H -5.26 5.36 -3.39
H -6.29 5.02 -4.83
H -4.60 5.19 -5.00
H -5.11 2.75 -5.12
H -3.63 1.86 -3.39
H -3.88 3.29 -2.35
H -0.68 3.32 -4.39
H -1.36 1.96 -3.38
H -1.08 3.55 -2.69
H -7.09 3.12 -3.86
H -6.22 1.92 -3.19
C -4.59 -3.99 -1.11
C -4.60 -3.81 0.47
C -4.16 -5.07 1.24
O -4.29 -4.89 2.64
C -3.76 -5.95 3.36
N -3.58 -2.75 0.62
H -5.40 -4.64 -1.46
H -3.68 -4.48 -1.44
H -4.64 -3.07 -1.69
H -5.53 -3.37 0.82
H -3.22 -5.47 0.87
H -4.85 -5.87 0.99
H -4.34 -6.87 3.31
H -3.71 -5.70 4.42
H -2.72 -6.21 3.17
H -2.69 -3.03 0.23
H -3.59 -2.48 1.59
C -3.00 -3.86 -4.42
C -2.02 -4.99 -4.18
C -2.11 -6.14 -5.18
O -3.38 -6.68 -5.41
C -4.10 -7.04 -4.23
N -0.65 -4.49 -4.24
H -2.66 -2.94 -3.93
H -4.06 -4.05 -4.25
H -3.06 -3.58 -5.47
H -2.18 -5.47 -3.22
H -1.51 -6.95 -4.76
H -1.77 -5.83 -6.17
H -4.48 -6.12 -3.80
H -3.52 -7.57 -3.47
H -4.97 -7.67 -4.42
H -0.12 -5.33 -4.43
H -0.43 -4.02 -5.11
C -3.07 0.84 -0.28
C -4.46 0.55 0.32
C -5.44 1.75 0.34
O -5.00 2.96 0.89
C -4.43 3.02 2.16
N -5.07 -0.55 -0.42
H -2.55 1.69 0.18
H -3.24 1.14 -1.31
H -2.42 -0.04 -0.27
H -4.21 0.07 1.27
H -6.38 1.50 0.82
H -5.79 1.99 -0.67
H -4.41 4.02 2.60
H -3.39 2.68 2.19
H -5.07 2.51 2.88
H -4.47 -1.36 -0.36
H -5.81 -0.90 0.17
C 8.64 2.39 3.30
C 7.57 1.35 3.06
C 6.76 1.69 1.82
O 5.65 0.80 1.74
C 4.79 1.09 0.70
N 8.20 0.01 3.04
H 9.45 2.30 2.58
H 9.13 2.26 4.26
H 8.30 3.42 3.28
H 6.88 1.45 3.90
H 7.44 1.60 0.98
H 6.37 2.71 1.88
H 5.33 1.22 -0.24
H 4.28 2.03 0.95
H 4.13 0.23 0.57
H 7.45 -0.65 3.00
H 8.75 -0.11 2.20
C 3.13 0.16 -4.59
C 4.58 -0.06 -4.19
C 5.61 0.62 -5.08
O 6.78 -0.13 -4.87
C 7.82 0.32 -5.71
N 4.70 0.31 -2.75
H 2.42 -0.58 -4.22
H 3.06 -0.09 -5.64
H 2.67 1.13 -4.40
H 4.75 -1.14 -4.23
H 5.66 1.69 -4.87
H 5.33 0.49 -6.13
H 8.74 -0.19 -5.44
H 8.04 1.39 -5.65
H 7.54 -0.05 -6.69
H 5.53 -0.17 -2.43
H 3.96 -0.07 -2.18
C 0.55 4.25 4.67
C -0.32 5.48 4.58
C -1.34 5.42 3.38
O -0.71 5.39 2.10
C -1.64 5.26 1.00
N -1.04 5.74 5.83
H -0.05 3.41 5.01
H 1.20 4.31 5.54
H 1.05 3.94 3.76
H 0.37 6.28 4.32
H -1.93 6.33 3.43
H -2.01 4.57 3.50
H -2.45 5.98 0.93
H -2.05 4.25 0.99
H -1.04 5.23 0.10
H -0.41 5.80 6.62
H -1.56 6.60 5.85
C -0.41 -1.12 -2.03
C 0.77 -0.82 -1.18
C 0.55 0.11 0.03
O 0.62 1.51 -0.30
C 0.58 2.41 0.85
N 1.30 -2.08 -0.77
H -0.82 -0.20 -2.45
H -1.23 -1.60 -1.49
H -0.22 -1.82 -2.85
H 1.60 -0.44 -1.79
H 1.32 -0.05 0.78
H -0.41 -0.09 0.51
H 1.42 2.15 1.50
H -0.38 2.40 1.37
H 0.76 3.41 0.48
H 1.72 -2.15 0.15
H 0.50 -2.68 -0.67
C -1.22 0.53 4.06
C -1.24 -0.78 4.79
C -2.39 -1.78 4.40
O -3.65 -1.20 4.73
C -4.68 -1.87 4.04
N 0.08 -1.37 4.54
H -0.34 1.06 4.40
H -2.06 1.15 4.38
H -1.28 0.42 2.98
H -1.33 -0.55 5.85
H -2.23 -2.80 4.73
H -2.23 -1.87 3.33
H -4.62 -1.80 2.96
H -5.64 -1.48 4.38
H -4.70 -2.94 4.25
H 0.15 -2.25 5.04
H 0.81 -0.85 4.99
C 3.27 4.28 -0.87
C 2.99 3.04 -1.75
O 4.17 3.04 -2.56
H 3.22 5.20 -1.44
H 4.20 4.12 -0.32
H 2.54 4.34 -0.07
H 2.11 3.15 -2.39
H 2.80 2.16 -1.13
H 4.46 2.13 -2.67
C -1.50 0.63 -6.22
C -1.09 -0.05 -7.52
O -1.45 -1.37 -7.52
H -1.01 1.60 -6.23
H -1.12 -0.02 -5.43
H -2.59 0.69 -6.10
H -0.02 0.00 -7.72
H -1.53 0.45 -8.37
H -1.54 -1.60 -8.45


105
Properties=species:S:1:pos:R:3 method="wB97M-V/def2-TZVPD" charge=+2 e_lumo_ha="-0.203 / -0.233" s2=2.02 spin_multiplicity=3 e_above_lowest_kcal_mol=9.9 homo_lumo_gap_ev="7.095 / 6.269"
Mo -0.26 -0.13 -0.39
O -0.74 1.06 1.26
N -1.97 1.29 1.78
C -2.04 2.06 2.89
C -3.25 2.34 3.45
C -4.41 1.82 2.85
C -4.30 1.04 1.73
C -3.05 0.77 1.17
S -2.80 -0.16 -0.25
H -1.09 2.40 3.28
H -3.30 2.96 4.34
H -5.38 2.03 3.28
H -5.18 0.62 1.25
I -0.50 -2.31 1.50
C -1.73 -3.34 0.13
C -2.37 -4.45 0.59
C -3.12 -5.22 -0.32
C -3.16 -4.86 -1.63
C -2.48 -3.71 -2.10
C -2.51 -3.39 -3.48
C -1.86 -2.29 -3.94
C -1.20 -1.43 -3.03
C -1.14 -1.66 -1.68
C -1.77 -2.87 -1.20
H -2.29 -4.75 1.63
H -3.65 -6.10 0.04
H -3.70 -5.47 -2.35
H -3.05 -4.04 -4.16
H -1.86 -2.04 -4.99
H -0.74 -0.55 -3.45
C 7.57 1.66 4.13
C 6.32 0.96 3.57
C 6.75 0.24 2.30
C 5.87 -0.09 4.61
C 5.19 2.02 3.36
O 5.07 2.78 4.57
C 5.42 3.04 2.21
C 4.90 2.84 0.77
C 5.84 2.18 -0.22
C 5.63 0.90 -0.70
C 6.52 0.30 -1.58
C 7.64 1.00 -1.99
Cl 8.74 0.25 -3.10
C 7.87 2.28 -1.54
C 6.97 2.87 -0.66
C 3.73 1.49 3.39
N 3.09 0.74 2.31
C 2.00 1.12 1.66
N 1.65 0.17 0.80
C 2.60 -0.80 0.99
N 3.48 -0.49 1.90
H 8.40 0.96 4.11
H 7.45 1.96 5.18
H 7.88 2.53 3.55
H 7.47 -0.54 2.57
H 7.25 0.92 1.61
H 5.92 -0.25 1.79
H 6.74 -0.67 4.93
H 5.15 -0.79 4.18
H 5.44 0.38 5.49
H 5.93 3.13 4.81
H 6.49 3.25 2.15
H 4.96 3.95 2.59
H 4.68 3.84 0.39
H 3.95 2.30 0.75
H 4.76 0.34 -0.37
H 6.36 -0.72 -1.92
H 8.74 2.83 -1.88
H 7.16 3.88 -0.31
H 3.12 2.38 3.53
H 3.63 0.90 4.30
H 1.49 2.05 1.82
H 2.63 -1.74 0.45
N 1.55 -2.93 -1.82
C 1.98 -1.73 -2.29
C 2.98 -1.71 -3.29
C 3.57 -0.53 -3.63
C 3.20 0.65 -2.96
C 2.20 0.56 -2.04
N 1.52 -0.58 -1.74
H 1.80 -3.75 -2.34
H 0.69 -2.98 -1.30
H 3.28 -2.64 -3.74
H 4.34 -0.51 -4.40
H 3.69 1.59 -3.14
H 1.90 1.44 -1.49
O -6.16 4.18 0.08
C -4.90 4.73 0.33
N -3.86 3.98 -0.38
C -3.00 4.54 -1.27
O -2.90 5.73 -1.49
C -2.10 3.55 -1.95
C -1.86 3.61 -3.31
C -0.97 2.70 -3.86
C -0.39 1.75 -3.04
N -0.64 1.65 -1.72
C -1.46 2.58 -1.20
H -6.51 4.52 -0.75
H -4.73 4.65 1.40
H -4.80 5.77 0.02
H -3.99 2.98 -0.39
H -2.34 4.37 -3.91
H -0.72 2.71 -4.91
H 0.32 1.06 -3.47
H -1.59 2.58 -0.13


120
Properties=species:S:1:pos:R:3 method="wB97M-V/def2-TZVPD" charge=0 e_lumo_ha=0.005 spin_multiplicity=1 smiles="CCOS(C)(=O)=O.CCOS(C)(=O)=O.CCOS(C)(=O)=O.COC(=O)OC.COC(=O)OC.COC(=O)OC.C1CCOC1.C1CCOC1.C1CCOC1" homo_lumo_gap_ev=9.735
C -34.87 11.06 2.60
C -33.69 10.97 1.62
O -32.91 9.78 1.75
S -31.46 9.65 0.93
C -30.35 10.84 1.91
O -31.06 8.25 1.05
O -31.77 10.29 -0.34
H -35.52 10.19 2.66
H -35.41 11.98 2.37
H -34.44 11.28 3.58
H -34.11 10.93 0.61
H -33.05 11.85 1.68
H -30.34 10.49 2.94
H -30.77 11.84 1.91
H -29.34 10.76 1.50
C -24.97 -7.64 5.19
C -24.83 -8.73 4.15
O -23.54 -9.31 4.32
S -22.83 -10.05 3.03
C -22.33 -8.45 2.06
O -21.54 -10.69 3.43
O -23.90 -10.82 2.39
H -24.04 -7.08 5.30
H -25.25 -8.07 6.15
H -25.73 -6.96 4.83
H -25.63 -9.47 4.23
H -25.07 -8.22 3.21
H -21.50 -8.73 1.40
H -21.97 -7.74 2.80
H -23.14 -7.93 1.54
C -34.86 5.21 -3.39
C -33.83 4.21 -3.87
O -34.14 4.12 -5.27
S -33.54 2.70 -6.04
C -34.02 3.10 -7.80
O -32.08 2.72 -5.85
O -34.35 1.58 -5.61
H -35.04 6.10 -3.99
H -34.46 5.58 -2.44
H -35.84 4.76 -3.24
H -32.86 4.67 -3.75
H -33.83 3.28 -3.30
H -33.79 2.19 -8.35
H -33.47 4.00 -8.10
H -35.08 3.35 -7.79
C -25.70 -12.35 -4.05
O -26.63 -11.35 -4.02
C -26.23 -10.06 -3.89
O -25.09 -9.72 -3.48
O -27.25 -9.18 -4.08
C -27.12 -7.86 -3.54
H -25.07 -12.39 -3.17
H -25.11 -12.18 -4.95
H -26.21 -13.30 -4.22
H -27.90 -7.11 -3.69
H -26.22 -7.39 -3.95
H -26.94 -7.93 -2.47
C -25.53 6.75 -2.64
O -25.00 8.10 -2.70
C -23.79 8.34 -2.15
O -22.98 7.41 -1.82
O -23.70 9.55 -1.91
C -22.43 10.13 -1.57
H -25.47 6.49 -1.59
H -24.96 6.05 -3.25
H -26.58 6.71 -2.94
H -21.83 9.43 -0.98
H -22.57 10.89 -0.80
H -22.08 10.47 -2.54
C -20.75 -0.43 -2.21
O -20.57 -1.42 -3.17
C -20.60 -2.74 -2.74
O -20.71 -3.07 -1.56
O -20.45 -3.54 -3.86
C -20.31 -4.92 -3.74
H -21.53 -0.76 -1.52
H -21.17 0.49 -2.62
H -19.91 -0.18 -1.55
H -19.30 -5.27 -3.96
H -21.04 -5.37 -4.42
H -20.63 -5.34 -2.78
C -20.02 -0.61 7.15
C -20.44 -1.10 5.73
C -19.99 0.03 4.79
O -19.31 1.03 5.61
C -19.66 0.86 6.98
H -19.19 -1.17 7.59
H -20.81 -0.79 7.88
H -21.51 -1.23 5.58
H -20.10 -2.11 5.50
H -20.84 0.55 4.34
H -19.31 -0.30 4.00
H -20.59 1.41 7.07
H -18.91 1.14 7.72
C -23.36 6.01 4.10
C -22.47 6.74 5.07
C -22.65 8.19 4.66
O -23.89 8.33 3.95
C -24.49 6.99 3.84
H -23.80 5.11 4.53
H -22.80 5.66 3.23
H -21.43 6.54 4.83
H -22.72 6.55 6.12
H -21.81 8.50 4.03
H -22.63 8.73 5.61
H -25.00 6.87 2.89
H -25.31 6.90 4.56
C -27.00 -0.74 1.93
C -27.58 0.66 1.84
C -28.89 0.42 1.04
O -28.50 -0.53 0.01
C -27.57 -1.46 0.67
H -27.30 -1.12 2.91
H -25.92 -0.82 1.87
H -26.88 1.17 1.18
H -27.67 1.10 2.83
H -29.26 1.34 0.58
H -29.77 0.03 1.56
H -26.81 -1.78 -0.04
H -28.04 -2.40 0.96


14
Properties=species:S:1:pos:R:3 method="wB97M-V/def2-TZVPD" charge=0 e_lumo_ha=0.031 spin_multiplicity=1 e_above_lowest_kcal_mol=63.6 homo_lumo_gap_ev=10.296
O -1.57 -0.16 -1.12
C -1.39 -0.48 0.25
C 0.10 -0.80 0.49
C 0.94 -0.10 -0.69
C 1.22 0.91 0.41
O 0.80 0.02 1.45
H -1.63 0.79 -1.25
H -1.74 0.33 0.92
H -2.02 -1.35 0.44
H 0.23 -1.85 0.83
H 1.76 -0.75 -1.00
H 0.56 0.39 -1.60
H 0.51 1.75 0.36
H 2.23 1.30 0.52


17
Properties=species:S:1:pos:R:3 method="wB97M-V/def2-TZVPD" charge=0 e_lumo_ha=0.015 spin_multiplicity=1 e_above_lowest_kcal_mol=91.2 homo_lumo_gap_ev=9.029
C 0.65 -0.17 0.44
C -0.34 0.14 -0.42
C 2.00 -0.41 -0.07
C 2.53 -1.78 0.26
C -2.49 -1.08 -1.15
N -2.19 -0.64 1.41
O 2.66 0.33 -0.76
S -2.08 0.26 0.02
H 0.45 -0.33 1.48
H -0.28 0.31 -1.43
H 3.07 -1.71 1.19
H 3.32 -2.27 -0.34
H 1.71 -2.59 0.31
H -1.68 -1.85 -1.05
H -2.53 -0.75 -2.12
H -3.35 -1.54 -0.68
H -2.45 0.14 2.16


Let's list total energy in order: -27840.12141; -41882.85127; -95389.77362; -98750.49000; -107675.50673; -8370.52442; -19700.34709 eV.